--- a ---
This record from OMol25 describes C2H3IN2O as an isolated structure. The level of theory is ωB97M-V/def2-TZVPD.

Each line ends with the Löwdin charge.
Atoms and positions in Å:
C (0.5979, 1.5436, -0.5953)  -0.515
C (0.6943, 1.2194, 0.8377)  -0.685
N (-0.4698, 0.0513, -1.3346)  0.034
N (0.4450, -0.0403, 1.1769)  0.141
O (0.9556, 2.1281, 1.6445)  0.007
I (0.9384, 3.2625, -1.7282)  0.897
H (-0.3772, 0.0840, -2.3433)  -0.071
H (0.3180, -0.6415, 0.3604)  0.057
H (0.5812, -0.5622, 2.0449)  0.136

Properties
Orbital gap (spin up / spin down) in eV: 6.7700 / 6.7807
Highest occupied orbital energy (spin up / spin down) in eV: -9.09 / -9.11
LUMO level (spin up / spin down) in Ha: -0.0854 / -0.0857

--- b ---
This record from OMol25 describes a 2-piece molecular cluster, C2H3IN2O overall. The level of theory is ωB97M-V/def2-TZVPD.

Each line ends with the Löwdin charge.
Atoms and positions in Å:
C (1.2048, 0.6615, 0.1486)  -0.063
C (0.0872, 0.1686, 0.9578)  -0.342
N (-0.7202, -0.1488, 1.7239)  0.018
H (1.7170, 1.4754, 0.5371)  0.057
H (1.7731, -0.1864, -0.0563)  0.055
H (0.8459, 0.9931, -0.9244)  0.126
O (-0.4025, -1.1154, -1.0956)  -0.166
N (-1.5399, -1.0228, -1.3931)  -0.451
I (-2.9654, -0.8251, 0.1020)  0.766

Properties
Orbital gap in eV: 7.9882
Highest occupied orbital energy in eV: -8.92
LUMO level in Ha: -0.0343
SMILES: CC#N.O=NI

Result of the stability comparison: b is the most stable of them.

--- a ---
This record from OMol25 describes an isolated ion of composition C6H11N2 and charge +1. The level of theory is ωB97M-V/def2-TZVPD.

Each line ends with the Löwdin charge.
Atoms and positions in Å:
C (-1.9413, -0.0103, 1.2264)  0.130
N (-0.8605, 0.1009, 0.5602)  -0.022
C (-0.0405, -0.6986, -0.2060)  -0.168
C (-0.4084, -1.9226, -0.9423)  0.026
C (1.1482, 0.2381, -0.2314)  -0.156
C (2.0721, 0.2739, 0.9719)  -0.021
C (-0.1306, 1.0082, -0.2068)  -0.220
N (-0.6064, 2.0178, -0.9294)  0.229
H (-2.3245, -0.9860, 1.4632)  0.103
H (-2.4515, 0.8662, 1.5801)  0.099
H (-0.7913, -2.6690, -0.2453)  0.099
H (0.4658, -2.3322, -1.4408)  0.099
H (-1.1864, -1.7367, -1.6850)  0.103
H (1.7019, 0.2873, -1.1700)  0.160
H (1.5185, 0.1734, 1.9014)  0.089
H (2.6270, 1.2066, 0.9935)  0.089
H (2.7826, -0.5430, 0.8998)  0.091
H (0.0217, 2.5448, -1.5154)  0.137
H (-1.5964, 2.1813, -1.0243)  0.132

Properties
Orbital gap in eV: 8.9203
Highest occupied orbital energy in eV: -12.29
LUMO level in Ha: -0.1239
Net charge: +1
SMILES: C=[N+]1[C@]2(C)[C@H](C)[C@@]12N

--- b ---
This record from OMol25 describes C6H11N2 as an isolated structure. The level of theory is ωB97M-V/def2-TZVPD.

Each line ends with the Löwdin charge.
Atoms and positions in Å:
C (-0.2704, 1.2317, -0.0656)  -0.219
C (0.0305, -0.3454, 1.7609)  0.077
C (0.3038, 0.0571, -0.8123)  -0.182
C (-0.3912, -0.7861, 0.2559)  -0.284
C (1.8725, 0.0581, -0.8879)  -0.007
C (-1.3303, -1.9976, -0.0286)  0.010
N (-0.9019, 0.4663, 0.9102)  0.058
N (-0.4839, 2.5093, -0.2481)  0.277
H (-0.6041, -0.9309, 2.3970)  0.109
H (0.8214, 0.1573, 2.2497)  0.109
H (0.0069, 0.1195, -1.8492)  0.158
H (2.4071, 0.1013, 0.0423)  0.071
H (2.0623, 1.0039, -1.3529)  0.072
H (2.1761, -0.9098, -1.4083)  0.124
H (-0.7860, -2.9607, -0.1047)  0.098
H (-1.5881, -1.9625, -1.0637)  0.060
H (-2.2939, -1.8918, 0.6125)  0.133
H (-0.0319, 3.0202, -0.9515)  0.122
H (-0.9989, 3.0600, 0.5442)  0.214

Properties
Orbital gap in eV: 9.7079
Highest occupied orbital energy in eV: -13.91
LUMO level in Ha: -0.1544
Net charge: +1

Result of the stability comparison: a is the most stable of them.

--- a ---
This record from OMol25 describes an isolated ion of composition C6H11N2 and charge +1. The level of theory is ωB97M-V/def2-TZVPD.

Each line ends with the Löwdin charge.
Atoms and positions in Å:
C (1.3827, 1.0289, -1.9544)  0.058
C (0.1172, 0.6577, -2.3021)  -0.117
C (-0.6695, 0.0650, -1.2364)  -0.173
C (-1.9681, -0.0939, -1.1455)  0.070
C (0.1358, -0.3370, 0.3049)  -0.232
N (1.2270, -1.1005, 0.3344)  0.194
N (-0.5516, 0.0582, 1.3499)  0.027
C (-0.0147, -0.2191, 2.7099)  -0.041
H (1.9574, 1.8107, -2.5748)  0.116
H (1.5313, 0.7529, -0.9129)  0.031
H (-0.3987, 0.9188, -3.1897)  0.106
H (-2.4246, -0.5517, -0.3378)  0.056
H (-2.5463, 0.0427, -2.0505)  0.098
H (1.6569, -1.4075, -0.5339)  0.141
H (1.6763, -1.3693, 1.2444)  0.149
H (-1.4278, 0.5143, 1.0254)  0.161
H (-0.7159, 0.3296, 3.3957)  0.105
H (1.0870, 0.2090, 2.8629)  0.142
H (-0.0542, -1.3088, 3.0106)  0.110

Properties
Orbital gap in eV: 9.9043
Highest occupied orbital energy in eV: -13.24
LUMO level in Ha: -0.1225
Net charge: +1
SMILES: C=CC(=C)/C(N)=[NH+]/C

--- b ---
This record from OMol25 describes an isolated ion of composition C6H11N2 and charge +1. The level of theory is ωB97M-V/def2-TZVPD.

Each line ends with the Löwdin charge.
Atoms and positions in Å:
C (1.6071, -1.2053, 0.1624)  -0.072
C (0.9191, 1.1612, 0.5028)  -0.011
C (0.1146, -1.4595, 0.1662)  -0.208
C (-0.7537, -0.6372, -0.6946)  -0.065
C (-0.7214, -0.4759, 0.9760)  0.090
C (-2.9564, 0.3301, 0.0296)  -0.015
N (-1.8370, -0.5439, 0.1606)  -0.113
N (1.8802, 0.2496, -0.1252)  -0.013
H (1.9933, -1.4463, 1.1556)  0.147
H (2.1215, -1.8139, -0.5814)  0.142
H (0.5690, 1.9577, -0.1260)  0.071
H (1.1620, 1.4346, 1.5138)  0.076
H (-0.1454, -2.5020, 0.3132)  0.161
H (-0.4829, 0.1281, -1.4042)  0.134
H (-3.4187, 0.4506, 1.0056)  0.106
H (-2.6767, 1.3115, -0.3671)  0.102
H (-3.6725, -0.1336, -0.6490)  0.106
H (2.8403, 0.4501, 0.1835)  0.183
H (1.8572, 0.3762, -1.1425)  0.178

Properties
Orbital gap (spin up / spin down) in eV: 8.2542 / 8.2560
Highest occupied orbital energy (spin up / spin down) in eV: -12.00 / -12.00
LUMO level (spin up / spin down) in Ha: -0.1377 / -0.1377
Net charge: +1

Result of the stability comparison: a is the most stable of them.

--- a ---
This record from OMol25 describes one molecule with the formula C4H6S2. The level of theory is ωB97M-V/def2-TZVPD.

Each line ends with the Löwdin charge.
Atoms and positions in Å:
C (-0.0598, 2.0876, -0.1201)  -0.028
C (-0.1003, 0.7324, -0.0777)  -0.728
C (0.9916, -0.0391, 0.5543)  -0.510
S (0.9124, -1.7625, 0.0084)  0.818
C (-0.8482, -1.7577, -0.4003)  -0.794
S (-1.4648, -0.1064, -0.7213)  0.914
H (0.7600, 2.5776, 0.3817)  0.063
H (-0.8653, 2.5872, -0.6144)  0.044
H (1.0206, 0.0268, 1.6482)  0.088
H (1.9592, 0.3396, 0.2218)  0.080
H (-0.9201, -2.4217, -1.2649)  0.031
H (-1.3851, -2.2637, 0.3842)  0.022

Properties
Orbital gap in eV: 9.0942
Highest occupied orbital energy in eV: -8.33
LUMO level in Ha: 0.0282
SMILES: C=C1CSCS1

--- b ---
This record from OMol25 describes one molecule with the formula C4H6S2. The level of theory is ωB97M-V/def2-TZVPD.

Each line ends with the Löwdin charge.
Atoms and positions in Å:
C (0.5963, 1.4529, -0.6323)  0.005
C (1.0303, 0.4260, 0.1589)  -0.198
C (0.0987, -0.7175, 0.6054)  -0.769
S (0.3174, -2.2802, -0.2871)  0.726
C (-1.2812, -0.0961, 0.6432)  -0.723
S (-2.5595, -0.4886, -0.2726)  0.694
H (1.3431, 2.1464, -1.1171)  0.076
H (-0.4686, 1.5104, -0.9552)  0.053
H (2.0994, 0.2170, 0.2247)  0.094
H (0.3299, -1.0434, 1.6466)  0.103
H (-0.2163, -1.8380, -1.4268)  -0.144
H (-1.2895, 0.7111, 1.4124)  0.083

Properties
Orbital gap in eV: 8.6314
Highest occupied orbital energy in eV: -8.97
LUMO level in Ha: -0.0124
SMILES: C=C[C@H](S)C=S

--- c ---
This record from OMol25 describes one molecule with the formula C4H6S2. The level of theory is ωB97M-V/def2-TZVPD.

Each line ends with the Löwdin charge.
Atoms and positions in Å:
S (-2.8836, -0.0515, -0.2413)  0.708
C (-1.4681, 0.2917, 0.4026)  -0.687
C (-0.2769, -0.6785, 0.5244)  -0.243
C (0.7582, -0.0185, -0.3496)  -0.652
C (1.4590, 1.1092, 0.0819)  -0.433
S (2.5745, -0.3642, -0.1136)  0.778
H (-1.2065, 1.3124, 0.7312)  0.065
H (-0.4679, -1.6953, 0.3643)  0.093
H (0.1016, -0.5131, 1.5176)  0.107
H (0.5454, 0.0280, -1.4204)  0.119
H (1.7614, 1.8930, -0.5717)  0.072
H (1.3781, 1.4028, 1.1006)  0.073

Properties
Orbital gap in eV: 8.4840
Highest occupied orbital energy in eV: -8.85
LUMO level in Ha: -0.0135
SMILES: S=CC[C@H]1CS1

Result of the stability comparison: a is the most stable of them.

--- a ---
This record from OMol25 describes a 2-piece molecular cluster, C3H11NS overall. The level of theory is ωB97M-V/def2-TZVPD.

Each line ends with the Löwdin charge.
Atoms and positions in Å:
C (-0.4070, 2.8655, 0.6403)  -0.159
N (0.0498, 1.7319, 1.4922)  -0.163
C (0.0597, 0.4921, 0.6992)  -0.183
H (-1.4301, 2.7599, 0.2969)  0.065
H (0.3048, 3.1415, -0.1360)  0.073
H (-0.4904, 3.7873, 1.2571)  0.075
H (-0.7267, 1.6662, 2.1479)  0.085
H (1.1390, 0.2318, 0.6466)  0.076
H (-0.5132, -0.3335, 1.1014)  0.062
H (-0.3623, 0.4312, -0.3235)  0.071
C (0.7080, -2.7158, -0.9046)  -0.459
S (-0.3640, -3.6031, -2.1459)  0.599
H (0.3244, -2.9672, 0.1028)  0.029
H (0.8802, -1.6656, -1.1477)  0.022
H (1.5836, -3.3198, -0.9382)  -0.010
H (-0.7557, -2.5024, -2.7885)  -0.183

Properties
Orbital gap in eV: 9.8997
Highest occupied orbital energy in eV: -9.04
LUMO level in Ha: 0.0314
SMILES: CNC.CS

--- b ---
This record from OMol25 describes a 2-piece molecular cluster, C3H11NS overall. The level of theory is ωB97M-V/def2-TZVPD.

Each line ends with the Löwdin charge.
Atoms and positions in Å:
C (-0.5972, -0.8982, -0.7769)  -0.078
C (0.4709, 0.0018, -0.1748)  -0.511
C (1.4660, 0.4431, -1.2440)  -0.083
N (-0.1817, 1.1028, 0.5605)  -0.029
H (-1.2802, -1.2485, -0.0025)  0.055
H (-1.1784, -0.3770, -1.5427)  0.083
H (-0.1310, -1.7755, -1.2332)  0.080
H (1.0075, -0.5660, 0.5921)  0.134
H (0.9727, 0.9964, -2.0505)  0.078
H (1.8998, -0.4507, -1.7011)  0.074
H (2.2896, 1.0523, -0.8665)  0.072
H (0.4786, 1.6276, 1.1214)  0.086
H (-0.6412, 1.7435, -0.0771)  0.088
S (-1.6811, -0.2297, 2.9519)  0.474
H (-1.2010, 0.1229, 1.7725)  -0.299
H (-1.6933, -1.5448, 2.6709)  -0.225

Properties
Orbital gap in eV: 9.9981
Highest occupied orbital energy in eV: -9.03
LUMO level in Ha: 0.0357
SMILES: CC(C)N.S

Result of the stability comparison: b is the most stable of them.

--- a ---
This record from OMol25 describes one molecule with the formula C4H7N3S. The level of theory is ωB97M-V/def2-TZVPD.

Each line ends with the Löwdin charge.
Atoms and positions in Å:
N (-2.6209, -0.0988, -0.4239)  -0.010
N (-1.6138, -0.9798, 0.0007)  -0.007
C (-0.4548, -0.5002, 0.1077)  -0.424
C (0.7329, -1.3959, 0.4571)  -0.418
S (2.1958, -0.9954, -0.4730)  0.889
C (2.2212, 0.7019, -0.1595)  -0.462
C (1.0784, 1.3554, 0.1027)  -0.232
N (-0.1815, 0.8582, -0.0172)  0.051
H (-3.4898, -0.6328, -0.3695)  0.083
H (-2.4939, 0.2658, -1.3087)  0.045
H (0.4950, -2.4595, 0.3507)  0.086
H (0.8774, -1.1590, 1.5027)  0.084
H (3.1936, 1.1875, -0.0917)  0.063
H (1.0909, 2.4364, 0.2709)  0.120
H (-1.0305, 1.4162, 0.0509)  0.134

Properties
Orbital gap in eV: 8.5376
Highest occupied orbital energy in eV: -7.64
LUMO level in Ha: 0.0332
SMILES: N/N=C1/CSC=CN1

--- b ---
This record from OMol25 describes one molecule with the formula C4H7N3S. The level of theory is ωB97M-V/def2-TZVPD.

Each line ends with the Löwdin charge.
Atoms and positions in Å:
H (-1.9793, 1.4971, 0.0902)  0.061
N (-1.0800, 2.0350, 0.0591)  0.138
C (-0.1996, 1.1456, -0.0845)  -0.352
N (1.1939, 1.3445, -0.0356)  0.086
C (1.9498, 0.1708, -0.0380)  -0.897
S (3.5886, 0.1601, 0.1383)  0.597
N (1.0506, -0.8239, -0.3032)  0.054
C (-0.3770, -0.4005, -0.4032)  -0.269
C (-1.3895, -1.1344, 0.4356)  -0.062
H (1.7024, 2.1335, 0.2224)  0.105
H (1.3430, -1.7340, -0.5239)  0.118
H (-0.6727, -0.4511, -1.4116)  0.124
H (-1.2987, -0.9362, 1.5625)  0.112
H (-2.4312, -0.7961, -0.0377)  0.123
H (-1.4002, -2.2105, 0.3298)  0.061

Properties
Orbital gap in eV: 9.2084
Highest occupied orbital energy in eV: -8.70
LUMO level in Ha: 0.0187
SMILES: [H]/N=C1/NC(=S)N[C@H]1C

Result of the stability comparison: b is the most stable of them.

--- a ---
This record from OMol25 describes one molecule with the formula C5H9N3O2. The level of theory is ωB97M-V/def2-TZVPD.

Each line ends with the Löwdin charge.
Atoms and positions in Å:
N (-3.6112, 0.8892, 0.2535)  0.177
C (-2.5108, 0.6124, 0.1962)  -0.337
N (-1.2354, 0.4646, 0.1116)  -0.042
C (-0.4382, 1.6004, -0.4009)  -0.055
C (1.0579, 1.4618, -0.0434)  -0.175
O (1.5456, 0.1310, -0.2299)  -0.176
C (0.8223, -0.7814, 0.5777)  -0.112
C (-0.6409, -0.7899, -0.0040)  -0.483
N (-1.4266, -1.7974, 0.6263)  0.102
O (-0.4534, -1.2246, -1.5349)  -0.033
H (-0.9048, 2.5647, -0.3056)  0.132
H (-0.4316, 1.2994, -1.4834)  0.135
H (1.8103, 2.0983, -0.5943)  0.149
H (1.2416, 1.7346, 0.9945)  0.111
H (0.9658, -0.4266, 1.7142)  0.173
H (1.3276, -1.7665, 0.3316)  0.149
H (-1.3060, -2.7602, 0.2757)  0.110
H (-2.3451, -1.5350, 1.1394)  0.135
H (0.2249, -0.6172, -1.8324)  0.041

Properties
Orbital gap in eV: 10.2128
Highest occupied orbital energy in eV: -9.55
LUMO level in Ha: 0.0244
SMILES: N#CN1CCOC[C@]1(N)O

--- b ---
This record from OMol25 describes a 2-piece molecular cluster, C5H9N3O2 overall. The level of theory is ωB97M-V/def2-TZVPD.

Each line ends with the Löwdin charge.
Atoms and positions in Å:
C (-1.1122, 0.0071, -1.5249)  -0.014
C (-0.8039, -0.8562, -0.3404)  -0.409
N (-1.1253, -2.1596, -0.4652)  0.163
N (-0.6813, -0.3188, 0.8657)  -0.045
O (-1.6155, -0.7920, 1.8490)  -0.037
H (-1.0089, 1.0563, -1.2679)  0.066
H (-2.1424, -0.1463, -1.8548)  0.095
H (-0.4699, -0.2602, -2.3641)  0.086
H (-1.6473, -2.5058, -1.2509)  0.107
H (-1.1243, -2.7340, 0.3618)  0.111
H (-1.2611, -0.5205, 2.7050)  0.075
C (1.6202, 1.6877, -0.3794)  -0.014
C (1.9604, 0.5048, 0.4817)  -0.422
O (2.8344, -0.3033, 0.3051)  0.103
C (1.0240, 0.4540, 1.7297)  -0.258
N (1.0091, 0.9511, 2.7905)  0.140
H (2.0134, 2.5958, 0.0782)  0.100
H (0.5327, 1.8119, -0.3311)  0.059
H (1.9976, 1.5280, -1.3881)  0.093

Properties
Orbital gap in eV: 9.0134
Highest occupied orbital energy in eV: -8.73
LUMO level in Ha: 0.0103
SMILES: C/C(N)=N/O.CC(=O)C#N

Result of the stability comparison: a is the most stable of them.